No. 1
DFT (wB97M-V/def2-TZVPD) results for a single C4H7I2NO molecule.

## Properties
- Net charge: 0
- 2S+1: 1
- Energy above the lowest of the compared OMol25 structures with the same formula, charge and spin: 86.6 kcal/mol
- DFT total energy: -881.79884 Ha
- LUMO (spin up / spin down): -1.8 / -1.8 eV

```
15
C4H7I2NO | the Open Molecules 2025 dataset | wB97M-V/def2-TZVPD
I -1.62292 2.09640 -0.37743
I -3.07341 -1.03265 -0.22769
O -1.94335 -0.68462 1.64572
N -1.99696 -1.35200 -1.83610
C 1.13794 0.97604 0.43377
C -0.75193 -0.14313 1.61129
C -0.30639 0.83128 0.79213
C 1.59730 0.05518 -0.71263
H -0.00586 -0.67157 2.17114
H 2.73076 -0.00312 -0.69024
H 1.75353 0.78812 1.34237
H 1.26529 -0.98697 -0.71299
H -1.51731 -2.21551 -1.96668
H 1.38049 1.92675 0.17314
H 1.35283 0.41579 -1.64579
```


No. 2
DFT (wB97M-V/def2-TZVPD) results for a molecular structure, C37H27Cl3F6N4O11S4Sc.

## Properties
- Net charge: -1
- 2S+1: 1
- Energy above the lowest of the compared OMol25 structures with the same formula, charge and spin: 29.9 kcal/mol
- DFT total energy: -6806.19163 Ha
- LUMO: 1.5 eV

```
93
C37H27Cl3F6N4O11S4Sc | the Open Molecules 2025 dataset | wB97M-V/def2-TZVPD
Sc 0.03617 -0.10604 0.18267
Cl -3.69404 -8.09767 0.10533
Cl -6.47875 -6.60865 -4.21030
Cl -2.36655 -4.40436 -3.86724
S -1.18539 -7.12502 -3.78983
S 4.26571 1.83349 -2.29122
S 2.84803 -0.27452 -1.12743
S 0.62373 -0.14380 -3.21876
F 3.26097 4.21766 -2.77289
F 4.65166 -0.27122 0.82162
F 3.99002 -2.23750 0.20035
F 1.74557 2.72854 -2.36527
F 5.34826 -1.11998 -1.05470
F 2.93663 3.54080 -0.74413
O -0.21232 -0.66546 -2.06886
O 2.05796 -1.39559 -1.53496
O -1.13948 3.44017 2.22226
O 5.13276 1.94355 -1.15670
O 4.74903 2.09780 -3.61281
O -1.98626 -5.09505 0.57003
O -0.59594 1.68387 0.97864
O 0.52080 1.95722 7.99515
O 0.75072 -1.29707 1.22154
O 2.16040 0.63405 -0.21996
O -0.35798 3.61236 6.95089
N 0.11818 2.49469 6.97728
N -3.43889 -2.62299 0.99734
N 3.47412 0.46395 -2.34622
N -2.07634 -0.97235 0.52209
C -0.54072 -7.77399 -2.33768
C 0.75300 0.46975 5.74307
C -1.60140 -5.66317 -2.98184
C 2.99835 -2.39046 -5.56849
C -0.67107 2.31672 2.10486
C -5.46704 -4.83580 -2.43937
C 4.31151 -1.01683 -0.22071
C -0.15428 1.61727 3.36573
C -4.20104 -1.63343 0.40402
C -0.54542 0.92225 -5.46752
C 0.38408 0.32486 3.36302
C -3.33574 -0.62858 0.09166
C 0.83333 -0.23259 4.55476
C -4.75384 -4.50648 -1.29837
C -4.36382 -6.80665 -0.84871
C -3.39596 -5.12805 0.77068
C -1.49951 -4.56521 -0.67060
C 0.99341 -2.84706 -3.69250
C -2.17442 -2.15600 1.06868
C -0.64910 -6.90588 -1.30278
C 0.21147 1.74619 5.71472
C 2.96449 3.15717 -2.01119
C -3.85438 -3.89316 1.56004
C -0.63029 -0.07822 -4.51521
C 2.59417 -3.68604 -5.27929
C -5.06021 -7.16659 -1.98863
C 2.40200 -1.31296 -4.92660
C -5.60800 -6.16781 -2.77424
C -1.65335 -1.01378 -4.54131
C -2.51438 0.04336 -6.52590
C 1.59086 -3.91278 -4.34538
C -2.59384 -0.94907 -5.55344
C -1.27164 -5.67053 -1.66223
C -4.19000 -5.47242 -0.47090
C -1.49415 0.97857 -6.48292
C -0.24347 2.33918 4.55131
C 1.41267 -1.56726 -3.99559
H -0.65835 3.33467 4.55691
H -0.56057 -4.05785 -0.43370
H -3.39668 -1.67552 -5.58620
H 1.25250 -1.23139 4.54431
H -0.31432 -7.11579 -0.29778
H -3.25604 0.08746 -7.31313
H 0.44293 -0.23805 2.40568
H 0.25454 1.65167 -5.41933
H -1.34631 -2.66858 1.53482
H 0.23086 -2.99727 -2.94057
H -2.17026 -3.81250 -1.08915
H -5.16865 -8.20676 -2.25782
H -1.43427 1.75716 -7.23210
H 1.27858 -4.92385 -4.11159
H 3.78286 -2.20860 -6.29153
H -4.93866 -3.90488 1.67248
H -3.41587 -3.96612 2.55502
H -3.56148 -5.95484 1.46493
H -1.70413 -1.76891 -3.76944
H 1.09434 0.06034 6.68210
H -5.26381 -1.73952 0.26949
H -0.11660 -8.76466 -2.33065
H -5.88709 -4.06690 -3.07189
H 2.71565 -0.29911 -5.14371
H 3.06474 -4.52398 -5.77756
H -4.61366 -3.45975 -1.06313
H -3.53128 0.31964 -0.37858
```


No. 3
DFT (wB97M-V/def2-TZVPD) results for a molecular structure, C4H5NS2.

## Properties
- Net charge: 0
- 2S+1: 1
- Energy above the lowest of the compared OMol25 structures with the same formula, charge and spin: 196.1 kcal/mol
- DFT total energy: -1006.24101 Ha
- LUMO: -1.2 eV

```
12
C4H5NS2 | the Open Molecules 2025 dataset | wB97M-V/def2-TZVPD
S -1.56629 0.00353 -0.80104
S -2.16584 2.12794 1.30811
N 2.32687 -0.44855 -1.70344
C 1.22478 -0.61407 -1.16231
C 0.28786 0.69073 1.16705
C -0.21504 -1.19379 -1.00457
C -1.09744 1.02143 0.62735
H -0.15386 -1.92646 -0.32417
H 0.95709 -0.62233 0.68931
H -0.11956 0.58890 2.50438
H -0.43603 -1.83943 -1.81772
H 0.95746 2.21210 0.51705
```


| no. | maximum force (eV Å⁻¹) |
| --- | --- |
| 1 | 3.15 |
| 2 | 1.77 |
| 3 | 8.24 |